(1)
Entry from the Open Molecules 2025 dataset: a single C3HBr2N molecule (ωB97M-V/def2-TZVPD).

Each line ends with the Löwdin charge.
Cartesian coordinates (Å):
C: 0.29 -1.46 0.62  -0.01
C: 0.15 -0.61 -0.39  -0.75
C: -0.41 1.54 0.64  -0.57
N: -0.34 0.63 -0.09  0.02
Br: 0.33 -0.71 -2.54  0.32
Br: -0.85 3.12 1.29  0.94
H: 0.82 -2.49 0.47  0.04

HOMO (spin up / spin down) in eV: -7.95 / -7.95
Net charge: 0
F_max in eV Å⁻¹: 3.06
Multiplicity: 1
Energy relative to the best compared isomer or geometry (same formula, charge and spin) in kcal/mol: 57.9

=====

(2)
Entry from the Open Molecules 2025 dataset: 2 unconnected molecules or ions with the total composition CH5NO4P (ωB97M-V/def2-TZVPD).

Each line ends with the Löwdin charge.
Cartesian coordinates (Å):
C: 0.85 -0.99 -0.77  -0.23
N: -0.04 -1.15 2.05  0.05
O: -3.22 0.56 0.97  -0.39
O: -2.07 1.01 3.24  -0.42
O: -0.25 -0.58 -1.52  -0.18
O: -1.08 -0.66 1.41  -0.40
P: -2.02 0.59 1.82  0.28
H: 1.56 -0.08 -0.48  0.10
H: 1.45 -1.59 -1.47  0.07
H: 0.49 -1.40 0.15  0.00
H: -0.39 -1.21 2.98  0.02
H: -0.94 -0.28 -0.78  0.10

HOMO (spin up / spin down) in eV: -2.44 / -6.02
Net charge: -1
F_max in eV Å⁻¹: 4.65
Multiplicity: 3
Energy relative to the best compared isomer or geometry (same formula, charge and spin) in kcal/mol: 32.8
Expectation value of S²: 2.0056

=====

(3)
Entry from the Open Molecules 2025 dataset: a single C11H8N2O molecule (ωB97M-V/def2-TZVPD).

Each line ends with the Löwdin charge.
Cartesian coordinates (Å):
C: -0.93 0.16 1.97  -0.02
C: -1.09 0.19 0.45  -0.35
C: -1.88 1.33 0.03  -0.20
N: -2.52 2.27 -0.10  0.20
C: -1.94 -1.13 -0.13  -0.32
O: -1.83 -1.48 -1.26  0.19
C: -2.73 -1.79 0.84  -0.12
N: -3.36 -2.39 1.59  0.22
C: 0.23 0.11 -0.35  -0.14
C: 0.66 1.21 -1.15  -0.02
C: 1.88 1.24 -1.62  -0.11
C: 2.69 0.18 -1.41  -0.10
C: 2.35 -0.86 -0.62  -0.08
C: 1.08 -0.97 -0.14  -0.03
H: -1.94 0.24 2.57  0.14
H: -0.49 1.10 2.30  0.09
H: -0.14 -0.57 2.20  0.09
H: 0.12 2.08 -1.36  0.10
H: 2.16 1.97 -2.29  0.10
H: 3.78 0.39 -1.63  0.13
H: 3.13 -1.63 -0.42  0.13
H: 0.79 -1.68 0.54  0.09

HOMO in eV: -9.81
Net charge: 0
Structure (SMILES): C[C@](C#N)(C(=O)C#N)c1ccccc1
F_max in eV Å⁻¹: 4.22
Multiplicity: 1
Energy relative to the best compared isomer or geometry (same formula, charge and spin) in kcal/mol: 62.9

=====

(4)
Entry from the Open Molecules 2025 dataset: 7 unconnected molecules or ions with the total composition C8H32N2O7 (ωB97M-V/def2-TZVPD).

Each line ends with the Löwdin charge.
Cartesian coordinates (Å):
C: -1.38 -0.30 -1.67  -0.11
O: -2.77 -0.14 -1.74  -0.18
C: -3.15 1.21 -1.63  -0.23
C: -4.63 1.32 -1.94  -0.45
C: -4.89 1.12 -3.41  -0.07
N: -5.11 2.63 -1.52  0.03
H: -1.14 -1.35 -1.70  0.08
H: -0.97 0.14 -0.75  0.07
H: -0.87 0.22 -2.50  0.10
H: -2.95 1.55 -0.59  0.13
H: -2.55 1.85 -2.28  0.13
H: -5.12 0.51 -1.38  0.14
H: -4.29 1.82 -4.01  0.08
H: -5.94 1.23 -3.67  0.07
H: -4.58 0.11 -3.70  0.08
H: -4.85 2.90 -0.58  0.06
H: -6.11 2.73 -1.60  0.07
C: 5.54 1.82 1.92  -0.11
O: 4.34 1.21 1.50  -0.19
C: 3.21 2.03 1.67  -0.22
C: 2.02 1.26 1.15  -0.42
C: 0.82 2.17 0.98  -0.06
N: 1.65 0.12 2.03  0.04
H: 5.63 1.81 3.00  0.09
H: 5.60 2.85 1.54  0.09
H: 6.36 1.28 1.46  0.09
H: 3.12 2.28 2.74  0.13
H: 3.33 2.97 1.11  0.13
H: 2.35 0.86 0.19  0.14
H: -0.05 1.59 0.69  0.06
H: 0.98 2.91 0.20  0.09
H: 0.59 2.67 1.92  0.09
H: 2.51 -0.32 2.35  0.09
H: 1.20 0.49 2.86  0.09
O: -1.61 -3.13 0.25  -0.06
H: -1.20 -3.75 0.88  0.00
H: -2.53 -3.40 0.19  0.05
O: -0.50 -4.65 2.34  -0.04
H: 0.09 -5.41 2.40  0.06
H: -0.17 -4.03 3.00  0.06
O: 2.07 -1.60 -2.40  -0.07
H: 1.82 -1.90 -1.51  -0.01
H: 2.83 -1.02 -2.26  0.02
O: 3.34 -3.51 1.07  -0.09
H: 2.51 -3.03 0.85  -0.02
H: 3.07 -4.43 1.20  0.02
O: 1.11 -2.09 0.31  -0.08
H: 0.19 -2.41 0.31  0.02
H: 1.07 -1.20 0.72  0.03

HOMO in eV: -9.11
Net charge: 0
Structure (SMILES): COC[C@H](C)N.COC[C@H](C)N.O.O.O.O.O
F_max in eV Å⁻¹: 0.70
Multiplicity: 1
Energy relative to the best compared isomer or geometry (same formula, charge and spin) in kcal/mol: 0.0

=====

(5)
Entry from the Open Molecules 2025 dataset: a molecular structure, C3H4AgLiO3 (ωB97M-V/def2-TZVPD).

Each line ends with the Löwdin charge.
Cartesian coordinates (Å):
O: 1.15 0.74 0.44  0.05
C: 1.27 -0.41 -0.15  -0.69
C: -0.49 1.05 0.41  -0.08
O: 2.02 -1.35 0.20  -0.07
O: 0.12 -0.75 -0.79  -0.11
C: -0.73 0.30 -0.91  -0.21
H: -0.96 2.02 0.25  0.11
H: -0.59 1.20 1.48  0.13
H: -1.71 0.23 -1.40  0.09
Li: -0.81 -1.13 1.07  0.33
Ag: 1.11 -3.05 1.74  0.21
H: -0.38 1.16 -2.34  0.24

HOMO (spin up / spin down) in eV: -5.51 / -5.11
Net charge: 0
F_max in eV Å⁻¹: 5.09
Multiplicity: 1
Energy relative to the best compared isomer or geometry (same formula, charge and spin) in kcal/mol: 113.0

=====

(6)
Entry from the Open Molecules 2025 dataset: 2 unconnected molecules or ions with the total composition C10H16O (ωB97M-V/def2-TZVPD).

Each line ends with the Löwdin charge.
Cartesian coordinates (Å):
C: 2.11 -1.30 0.09  -0.06
C: 0.68 -1.68 -0.17  -0.29
C: 0.16 -2.82 0.45  -0.04
C: -1.16 -3.20 0.32  -0.01
C: -1.96 -2.43 -0.52  -0.33
O: -3.28 -2.78 -0.57  0.04
C: -1.44 -1.39 -1.26  -0.03
C: -0.10 -1.03 -1.10  -0.07
H: 2.47 -0.62 -0.69  0.08
H: 2.84 -2.11 0.19  0.08
H: 2.20 -0.79 1.06  0.08
H: 0.82 -3.44 1.04  0.11
H: -1.49 -4.16 0.69  0.12
H: -3.81 -2.18 -1.11  0.11
H: -2.09 -0.77 -1.87  0.12
H: 0.25 -0.08 -1.43  0.10
C: -0.72 2.06 0.34  -0.11
C: 0.09 3.35 0.56  -0.30
C: 1.60 3.12 0.50  -0.13
H: -1.04 2.13 -0.67  0.05
H: -0.10 1.20 0.48  0.04
H: -1.74 2.03 0.74  0.08
H: -0.13 4.09 -0.21  0.10
H: -0.13 3.81 1.52  0.09
H: 1.82 2.21 1.07  0.06
H: 1.99 2.94 -0.50  0.07
H: 2.17 3.86 1.05  0.06

HOMO in eV: -8.37
Net charge: 0
Structure (SMILES): Cc1ccc(O)cc1.CCC
F_max in eV Å⁻¹: 1.71
Multiplicity: 1
Energy relative to the best compared isomer or geometry (same formula, charge and spin) in kcal/mol: 30.8

=====

(7)
Entry from the Open Molecules 2025 dataset: a single C21H24N4O3 molecule (ωB97M-V/def2-TZVPD).

Each line ends with the Löwdin charge.
Cartesian coordinates (Å):
C: -0.91 2.73 -5.79  -0.04
C: -1.98 2.46 -4.77  -0.20
C: -2.88 3.46 -4.43  -0.05
C: -3.89 3.23 -3.51  -0.08
C: -4.03 1.97 -2.95  -0.04
C: -3.15 0.95 -3.26  -0.20
C: -3.33 -0.41 -2.66  -0.02
C: -2.11 1.21 -4.16  -0.20
O: -1.22 0.18 -4.48  -0.06
C: 0.04 0.28 -3.85  -0.10
C: -0.08 0.22 -2.36  -0.22
C: -0.10 -0.82 -1.47  0.07
C: -0.30 -0.19 -0.21  -0.17
C: -0.45 -0.98 1.04  -0.40
O: -0.67 -2.17 0.95  0.06
N: -0.34 -0.36 2.24  -0.08
C: -0.05 1.03 2.47  -0.03
C: -0.45 -1.18 3.44  -0.08
C: 0.87 -1.28 4.13  -0.24
C: 2.03 -1.93 3.77  0.03
C: 2.95 -1.64 4.80  -0.28
C: 4.34 -2.08 4.93  -0.23
C: 5.20 -2.23 3.70  -0.11
C: 4.75 -3.44 4.45  -0.11
N: 2.38 -0.87 5.72  0.08
N: 1.14 -0.66 5.30  0.02
N: -0.39 1.11 -0.37  0.11
O: -0.25 1.37 -1.69  0.04
H: -0.05 3.21 -5.33  0.09
H: -0.59 1.80 -6.26  0.08
H: -1.29 3.40 -6.56  0.08
H: -2.78 4.43 -4.89  0.11
H: -4.58 4.02 -3.25  0.10
H: -4.83 1.78 -2.25  0.11
H: -3.10 -0.39 -1.59  0.08
H: -2.69 -1.14 -3.14  0.08
H: -4.37 -0.73 -2.77  0.09
H: 0.54 1.22 -4.12  0.13
H: 0.61 -0.57 -4.21  0.14
H: -0.01 -1.87 -1.65  0.13
H: -0.02 1.57 1.53  0.06
H: -0.83 1.46 3.11  0.10
H: 0.91 1.13 2.99  0.10
H: -1.19 -0.74 4.11  0.13
H: -0.78 -2.17 3.12  0.13
H: 2.18 -2.52 2.90  0.11
H: 4.81 -1.70 5.83  0.14
H: 4.75 -2.02 2.75  0.10
H: 6.24 -1.94 3.77  0.10
H: 3.99 -4.07 4.01  0.10
H: 5.48 -3.99 5.03  0.10
H: 0.51 -0.11 5.87  0.16

HOMO in eV: -8.90
Net charge: 0
Structure (SMILES): Cc1cccc(C)c1OCc1cc(C(=O)N(C)Cc2cc(C3CC3)n[nH]2)no1
F_max in eV Å⁻¹: 1.09
Multiplicity: 1
Energy relative to the best compared isomer or geometry (same formula, charge and spin) in kcal/mol: 107.0

=====

(8)
Entry from the Open Molecules 2025 dataset: a single C18H22N6O3S molecule (ωB97M-V/def2-TZVPD).

Each line ends with the Löwdin charge.
Cartesian coordinates (Å):
C: -6.76 -3.43 1.94  0.00
C: -5.77 -3.28 1.07  -0.17
C: -4.36 -2.94 1.46  -0.24
N: -3.89 -1.75 0.77  -0.01
C: -3.19 -1.81 -0.39  -0.80
S: -2.68 -3.25 -1.03  0.68
N: -2.92 -0.62 -1.00  -0.12
C: -2.17 -0.58 -2.23  -0.18
C: -0.74 -0.12 -1.96  -0.11
N: -0.77 1.05 -1.11  -0.05
C: 0.31 1.40 -0.40  -0.33
N: 0.20 2.43 0.46  0.14
C: 1.27 2.77 1.13  -0.03
C: 2.50 2.12 0.99  -0.04
C: 3.68 2.51 1.74  -0.31
O: 3.69 3.45 2.54  0.04
C: 4.85 1.69 1.44  -0.02
C: 6.17 1.94 2.10  -0.51
O: 7.14 1.27 1.85  0.09
O: 6.19 2.94 2.97  0.13
C: 4.77 0.67 0.54  0.04
N: 3.65 0.32 -0.12  -0.02
C: 3.67 -0.75 -1.10  -0.18
C: 3.98 -0.21 -2.49  -0.06
C: 2.51 1.04 0.08  -0.19
N: 1.43 0.69 -0.61  0.20
C: -2.05 1.67 -0.89  -0.12
C: -3.02 0.65 -0.29  -0.12
H: -7.75 -3.68 1.62  0.05
H: -6.61 -3.31 3.00  0.05
H: -5.93 -3.40 0.01  0.10
H: -4.28 -2.76 2.53  0.12
H: -3.69 -3.76 1.17  0.06
H: -4.40 -0.91 0.98  0.13
H: -2.68 0.09 -2.93  0.13
H: -2.16 -1.58 -2.66  0.06
H: -0.18 -0.91 -1.46  0.12
H: -0.23 0.11 -2.90  0.13
H: 1.17 3.60 1.82  0.13
H: 5.29 3.37 3.03  0.08
H: 5.66 0.08 0.35  0.15
H: 2.68 -1.21 -1.10  0.11
H: 4.42 -1.48 -0.79  0.13
H: 3.99 -1.03 -3.21  0.08
H: 3.23 0.51 -2.79  0.07
H: 4.96 0.27 -2.50  0.08
H: -1.91 2.50 -0.20  0.11
H: -2.43 2.05 -1.84  0.13
H: -4.05 1.05 -0.34  0.13
H: -2.76 0.49 0.76  0.13

HOMO in eV: -8.39
Net charge: 0
Structure (SMILES): C=CCNC(=S)N1CCN(c2ncc3c(=O)c(C(=O)O)cn(CC)c3n2)CC1
F_max in eV Å⁻¹: 0.89
Multiplicity: 1
Energy relative to the best compared isomer or geometry (same formula, charge and spin) in kcal/mol: 31.4

=====

(9)
Entry from the Open Molecules 2025 dataset: a single C4H4FP molecule (ωB97M-V/def2-TZVPD).

Each line ends with the Löwdin charge.
Cartesian coordinates (Å):
F: 3.37 -0.92 -0.09  -0.46
P: 2.63 0.57 -0.18  0.87
C: 0.95 0.04 0.06  -0.35
C: -0.41 0.64 -0.09  -0.34
C: -1.57 -0.06 0.62  -0.02
C: -1.56 -0.20 -0.67  0.00
H: 0.92 -0.88 0.54  0.01
H: -0.53 1.68 -0.14  0.08
H: -1.89 -0.38 1.63  0.11
H: -1.90 -0.48 -1.67  0.10

HOMO in eV: -8.51
Net charge: 0
Structure (SMILES): F/P=C/C1C=C1
F_max in eV Å⁻¹: 3.89
Multiplicity: 1
Energy relative to the best compared isomer or geometry (same formula, charge and spin) in kcal/mol: 68.2

=====

> Which formula does entry 9 have?

C4H4FP

=====

> Which value of energy relative to the best compared isomer or geometry (same formula, charge and spin) does entry 3 give?

62.9 kcal/mol